# BrF2PS

The molecule BrF2PS (ωB97M-V/def2-TZVPD, the OMol25 dataset).

Properties
⟨S²⟩: 2.01
Spin multiplicity: 3
Maximum force in eV Å⁻¹: 1.72
E_LUMO (spin up / spin down) in eV: -0.74 / -3.11
Frontier orbital gap (spin up / spin down) in hartree: 0.2828 / 0.2545
E_HOMO (spin up / spin down) in eV: -8.44 / -10.03
Net charge: 0

The geometry in XYZ format:
```
5
BrF2PS, DFT ωB97M-V/def2-TZVPD
F 0.639 0.585 1.830
F -2.459 0.662 -1.599
P 1.142 0.467 0.293
S -0.876 -0.093 -1.120
Br 1.553 -1.621 0.596
```